Entry 1:
The following is a quantum chemistry calculation of 2 unconnected molecules or ions with the total composition C6H12N2O4 in a non-equilibrium geometry, from OMol25.

Last column: natural (NBO) charge in e.
Cartesian coordinates (Å):
1 C 2.910 -0.105 0.271  0.242
2 C 1.015 1.687 0.741  -0.135
3 C -0.415 -1.533 0.800  -0.638
4 C -1.869 -1.245 0.535  0.065
5 C -2.369 -0.147 -0.301  0.030
6 C -1.487 0.845 -1.021  -0.091
7 H 2.241 -0.941 -1.694  0.460
8 H 3.233 0.277 1.231  0.189
9 H 0.407 2.531 1.067  0.230
10 H 0.923 0.723 1.262  0.183
11 H 0.232 -1.202 -0.022  0.214
12 H -0.093 -1.037 1.720  0.206
13 H -0.271 -2.613 0.920  0.234
14 H -2.547 -1.601 1.310  0.181
15 H -3.372 0.231 -0.067  0.172
16 H -1.883 1.014 -2.034  0.178
17 H -0.472 0.440 -1.151  0.185
18 H -2.217 2.512 -0.347  0.474
19 N 2.949 -1.359 0.014  -0.133
20 N 1.769 1.896 -0.257  -0.095
21 O 2.504 -1.748 -1.213  -0.530
22 O 2.537 0.800 -0.678  -0.410
23 O -2.357 -1.483 -0.785  -0.487
24 O -1.368 2.057 -0.301  -0.723

Values from the calculation:
strongest force on any atom: 1.39 eV Å⁻¹
LUMO energy: 0.6 eV
HOMO-LUMO gap: 10.24 eV
structure (SMILES): C[C@@H]1O[C@@H]1CO.C=NO/C=N\O
ΔE to the lowest compared entry with this formula, charge and spin: 643.5 kJ/mol
HOMO level: -9.7 eV

Entry 2:
The following is a quantum chemistry calculation of C2H6B2 in the gas phase in a non-equilibrium geometry, from OMol25.

Last column: natural (NBO) charge in e.
Cartesian coordinates (Å):
1 B 1.735 -0.552 -0.030  0.463
2 B -1.723 -0.445 -0.061  0.431
3 C 0.705 0.708 0.028  -0.434
4 C -0.682 0.823 -0.034  -0.538
5 H 2.258 -1.018 -0.972  -0.076
6 H 1.827 -1.110 0.999  -0.081
7 H -1.213 -1.350 0.342  -0.120
8 H -1.140 1.769 0.137  0.205
9 H 1.297 1.649 -0.046  0.220
10 H -3.065 -0.474 -0.364  -0.070

Values from the calculation:
strongest force on any atom: 3.31 eV Å⁻¹
LUMO energy: -0.2 eV
HOMO-LUMO gap: 9.57 eV
structure (SMILES): B/C=C\B
ΔE to the lowest compared entry with this formula, charge and spin: 51.9 kJ/mol
HOMO level: -9.8 eV

Entry 3:
The following is a quantum chemistry calculation of a molecular structure, C18H41N2OP3PrS in a non-equilibrium geometry, from OMol25.

Last column: Mulliken spin population.
Cartesian coordinates (Å):
1 Pr 0.072 0.243 1.345  2.044
2 P 0.333 -2.315 -0.017  -0.003
3 P 2.718 -0.087 2.198  -0.012
4 P -2.558 0.477 0.339  -0.014
5 H 1.680 2.446 0.368  -0.001
6 C 0.628 2.625 0.621  0.006
7 C 0.177 2.741 1.900  -0.001
8 H 0.827 2.773 2.775  0.000
9 C 0.980 -1.885 -1.696  0.001
10 C 1.511 -3.551 0.709  -0.001
11 C -1.227 -3.269 -0.299  -0.001
12 C 3.215 1.470 3.014  -0.001
13 C 3.211 -1.430 3.322  -0.001
14 C 3.653 -0.178 0.635  -0.001
15 C -3.146 2.184 0.735  0.000
16 C -3.880 -0.703 0.843  -0.001
17 C -2.300 0.428 -1.479  0.000
18 H -0.034 2.642 -0.258  0.000
19 H -0.883 2.803 2.170  -0.001
20 H 1.138 -2.746 -2.360  0.000
21 H 1.936 -1.356 -1.606  -0.001
22 H 0.291 -1.202 -2.207  0.000
23 H 1.626 -4.497 0.141  0.000
24 H 1.153 -3.816 1.717  0.000
25 H 2.514 -3.115 0.833  0.000
26 H -1.111 -4.215 -0.862  0.000
27 H -1.970 -2.652 -0.825  0.000
28 H -1.660 -3.517 0.682  0.000
29 H 4.299 1.428 3.205  0.000
30 H 2.670 1.576 3.964  0.000
31 H 2.975 2.332 2.375  0.000
32 H 4.303 -1.568 3.234  -0.001
33 H 2.674 -2.345 3.026  0.000
34 H 2.939 -1.166 4.357  0.000
35 H 4.702 0.000 0.888  -0.001
36 H 3.318 0.597 -0.073  -0.001
37 H 3.543 -1.153 0.138  0.000
38 H -4.102 2.439 0.234  0.000
39 H -2.378 2.917 0.442  0.000
40 H -3.284 2.276 1.826  0.000
41 H -4.830 -0.544 0.282  -0.001
42 H -4.072 -0.576 1.925  0.000
43 H -3.515 -1.733 0.678  0.000
44 H -3.193 0.764 -2.017  -0.001
45 H -2.037 -0.581 -1.824  0.000
46 H -1.468 1.088 -1.768  0.000
47 C -1.022 0.016 -5.994  0.000
48 C -0.346 0.393 -7.177  0.000
49 C -0.173 1.755 -7.437  0.000
50 C -0.675 2.721 -6.550  0.000
51 C -1.363 2.326 -5.391  0.000
52 C -1.550 0.971 -5.118  0.000
53 O -1.169 -1.289 -5.606  0.000
54 H -0.800 -1.860 -6.302  0.000
55 H 0.034 -0.379 -7.853  0.000
56 H 0.358 2.072 -8.337  0.000
57 H -0.533 3.783 -6.764  0.000
58 H -1.760 3.064 -4.693  0.000
59 H -2.092 0.614 -4.239  0.000
60 N 0.113 -1.187 6.260  -0.001
61 C -0.087 -0.034 5.561  0.000
62 N 0.073 1.152 6.212  0.000
63 S -0.469 -0.125 3.905  -0.007
64 H 0.044 -1.228 7.269  0.000
65 H 0.007 -2.059 5.745  0.000
66 H -0.050 2.018 5.667  0.000
67 H 0.021 1.226 7.211  0.000

Values from the calculation:
total charge: +3
strongest force on any atom: 3.01 eV Å⁻¹
LUMO energy (alpha / beta): -10.4 / -10.3 eV
HOMO-LUMO gap (alpha / beta): 3.48 / 3.59 eV
ΔE to the lowest compared entry with this formula, charge and spin: 122.9 kJ/mol
multiplicity: 3
HOMO level (alpha / beta): -13.9 / -13.9 eV

Entry 4:
The following is a quantum chemistry calculation of 2 unconnected molecules or ions with the total composition C8H9BrS2 in a non-equilibrium geometry, from OMol25.

Last column: natural (NBO) charge in e.
Cartesian coordinates (Å):
1 C 3.688 -0.412 1.117  -0.274
2 C 2.483 -0.684 0.604  -0.150
3 C 4.033 0.076 2.337  -0.300
4 C 1.253 -0.654 1.257  -0.074
5 C 0.313 -0.804 2.012  -0.134
6 C -1.476 -1.493 -0.656  -0.507
7 C -2.693 1.392 -2.331  -0.637
8 C -3.197 0.831 -1.040  -0.572
9 S 3.158 0.245 3.715  0.034
10 S -1.829 0.013 -0.139  0.476
11 Br -1.987 -2.281 -2.236  0.108
12 H 4.496 -0.583 0.446  0.211
13 H 2.376 -1.094 -0.401  0.230
14 H 5.100 0.146 2.390  0.193
15 H -0.731 -1.049 2.423  0.263
16 H -1.746 2.084 -2.226  0.218
17 H -2.487 0.685 -3.113  0.231
18 H -3.474 2.104 -2.778  0.219
19 H -3.904 0.010 -1.192  0.234
20 H -3.375 1.466 -0.189  0.230

Values from the calculation:
strongest force on any atom: 4.03 eV Å⁻¹
LUMO energy: -1.0 eV
HOMO-LUMO gap: 7.03 eV
ΔE to the lowest compared entry with this formula, charge and spin: 531.0 kJ/mol
HOMO level: -8.1 eV